Entry 1:
Entry from the OMol25 dataset: a cluster of 6 separate species, C24H27Cl6N3O6 in total in a non-equilibrium geometry (ωB97M-V with the def2-TZVPD basis set).

Atoms and positions in Å:
1 C -11.365 19.934 13.660
2 C -10.373 11.839 18.543
3 O -14.204 18.642 15.786
4 C -14.324 9.275 16.389
5 H -13.400 9.292 16.954
6 H -15.774 16.094 10.641
7 H -11.272 19.709 14.713
8 Cl -12.840 8.849 14.158
9 C -15.270 17.401 14.206
10 H -12.709 20.268 10.080
11 Cl -11.986 11.194 18.891
12 Cl -9.064 9.895 19.949
13 C -14.186 9.757 14.962
14 C -17.187 12.518 12.401
15 O -15.053 12.156 11.635
16 C -16.537 16.201 12.598
17 O -16.520 12.905 10.252
18 H -20.412 13.323 12.972
19 C -12.223 13.988 14.591
20 H -14.024 14.914 13.804
21 H -11.989 14.758 15.321
22 H -11.628 14.286 13.731
23 H -12.853 22.193 11.667
24 H -8.416 12.056 19.251
25 C -17.843 11.914 14.641
26 O -10.796 16.691 12.360
27 H -13.519 18.425 13.394
28 H -17.232 15.398 12.382
29 C -13.661 13.981 14.223
30 Cl -15.415 10.423 17.255
31 H -18.763 13.432 11.230
32 H -13.951 17.767 11.119
33 H -11.940 21.960 13.926
34 H -14.831 8.318 16.411
35 C -12.284 21.305 11.919
36 H -10.504 12.917 18.430
37 C -19.403 12.996 13.185
38 H -14.003 13.169 13.589
39 H -9.643 12.092 20.531
40 C -12.133 20.280 10.994
41 Cl -14.603 13.761 15.764
42 Cl -11.661 12.447 15.267
43 N -16.174 12.519 11.364
44 C -11.829 21.146 13.219
45 C -14.584 17.430 11.930
46 C -11.183 18.917 12.721
47 N -14.964 17.738 15.593
48 H -15.037 9.409 14.386
49 C -18.489 12.931 12.152
50 H -16.989 16.263 14.712
51 C -15.621 16.562 11.605
52 C -19.077 12.519 14.452
53 H -19.788 12.567 15.267
54 C -16.887 12.035 13.656
55 H -10.046 11.519 17.557
56 H -13.968 10.812 14.870
57 O -15.525 17.119 16.476
58 C -14.471 17.947 13.213
59 H -15.875 11.683 13.799
60 N -10.696 17.615 13.152
61 H -17.535 11.436 15.560
62 H -11.533 18.312 10.676
63 C -11.553 19.103 11.414
64 C -16.386 16.642 13.896
65 O -10.438 17.470 14.330
66 C -9.342 11.606 19.606

Results
- max |F| (eV/Å) = 2.1
- highest occupied orbital energy (eV) = -10.214
- SMILES = O=[N+]([O-])c1ccccc1.O=[N+]([O-])c1ccccc1.O=[N+]([O-])c1ccccc1.ClCCCl.ClCCCl.ClCCCl
- molar mass (u) = 666.21
- energy relative to the best compared isomer or geometry (same formula, charge and spin) (kJ/mol) = 68.1

---

Entry 2:
Entry from the OMol25 dataset: an isolated molecule of C6H12O in a non-equilibrium geometry (ωB97M-V with the def2-TZVPD basis set).

Atoms and positions in Å:
1 H 2.787 -0.267 -0.224
2 H 1.087 0.767 1.607
3 H -0.621 -2.109 0.099
4 C 0.257 1.113 -0.308
5 H -0.728 -1.119 -1.362
6 H 0.922 1.803 0.294
7 C -1.231 1.239 0.125
8 C -0.641 -1.078 -0.261
9 C 1.914 -0.877 -0.490
10 H 2.096 -1.889 -0.110
11 H 0.390 1.241 -1.390
12 O 0.786 -0.162 1.534
13 C -1.769 -0.210 0.305
14 C 0.638 -0.299 0.112
15 H -1.274 1.781 1.073
16 H -1.819 1.807 -0.603
17 H -2.741 -0.368 -0.184
18 H -1.900 -0.445 1.365
19 H 1.846 -0.927 -1.582

Results
- max |F| (eV/Å) = 1.4
- highest occupied orbital energy (eV) = -10.233
- SMILES = CC1(O)CCCC1
- molar mass (u) = 100.16
- energy relative to the best compared isomer or geometry (same formula, charge and spin) (kJ/mol) = 33.7

---

Entry 3:
Entry from the OMol25 dataset: a structure of composition C13H28BrN5ORu in a non-equilibrium geometry (ωB97M-V with the def2-TZVPD basis set).

Atoms and positions in Å:
1 H 7.512 -11.191 -5.590
2 H 7.459 -13.761 -3.393
3 C 6.923 -12.909 -3.738
4 N 6.156 -15.986 -6.063
5 H 6.057 -18.121 -6.340
6 C 6.511 -11.614 -5.726
7 H 7.545 -13.618 -7.048
8 H 4.916 -17.159 -7.257
9 O 1.489 -10.617 -8.972
10 C 3.373 -13.563 -2.439
11 C 3.085 -12.525 -6.334
12 H 4.796 -15.903 -2.237
13 H 7.605 -12.068 -3.541
14 H 6.995 -16.214 -5.551
15 H 2.834 -16.329 -5.987
16 H 0.909 -10.018 -8.494
17 H 6.347 -15.198 -2.359
18 H 3.513 -12.120 -10.069
19 H 2.892 -12.798 -3.025
20 N 4.757 -13.859 -3.008
21 H 3.442 -13.266 -1.369
22 N 6.658 -13.042 -5.214
23 H 6.291 -11.626 -6.733
24 H 6.426 -15.598 -6.941
25 C 5.337 -14.978 -2.105
26 H 3.045 -12.646 -5.269
27 H 5.841 -12.382 -1.907
28 C 7.816 -13.554 -6.000
29 H 5.798 -10.989 -5.146
30 N 3.935 -13.361 -6.998
31 Ru 4.791 -14.409 -5.299
32 C 4.131 -13.158 -8.316
33 C 4.386 -17.449 -5.194
34 H 4.938 -17.539 -4.272
35 H 3.902 -18.401 -5.316
36 Br 5.644 -14.196 -9.065
37 H 5.257 -14.686 -1.088
38 H 1.650 -10.924 -6.368
39 C 3.311 -12.249 -9.000
40 C 5.647 -12.653 -2.939
41 H 5.100 -11.848 -3.457
42 H 2.827 -14.504 -2.495
43 C 2.289 -11.415 -8.305
44 H 2.793 -16.351 -4.351
45 H 8.217 -14.512 -5.701
46 C 5.415 -17.264 -6.283
47 N 3.402 -16.296 -5.154
48 H 8.684 -12.891 -5.914
49 C 2.337 -11.514 -6.926

Results
- max |F| (eV/Å) = 2.5
- highest occupied orbital energy (spin up / spin down) (eV) = -18.920 / -19.190
- 2S+1 = 6
- molar mass (u) = 451.37
- energy relative to the best compared isomer or geometry (same formula, charge and spin) (kJ/mol) = 47.7
- net charge = +3

---

Entry 4:
Entry from the OMol25 dataset: a cluster of 2 separate species, C4H14N2O in total (ωB97M-V with the def2-TZVPD basis set).

Atoms and positions in Å:
1 C 0.947 0.090 0.696
2 H 1.532 -1.899 1.086
3 H -2.781 2.056 1.200
4 H 1.390 0.254 -0.285
5 H 1.401 -1.875 -1.758
6 H -0.511 0.832 1.901
7 H -0.997 -2.427 0.086
8 N -0.154 -1.994 -0.276
9 H -1.587 3.294 0.746
10 C -1.132 1.302 0.020
11 N -0.097 1.067 1.011
12 H -0.561 -1.188 -0.750
13 H 2.021 -1.504 -3.051
14 H -2.701 2.702 -0.449
15 C -2.110 2.397 0.414
16 H -0.648 1.529 -0.930
17 H -1.760 0.401 -0.132
18 O 1.852 -1.124 -2.182
19 H 0.000 -1.538 1.779
20 C 0.591 -1.383 0.867
21 H 1.720 0.285 1.445

Results
- max |F| (eV/Å) = 1.0
- highest occupied orbital energy (eV) = -8.515
- SMILES = CCNCCN.O
- molar mass (u) = 106.17
- energy relative to the best compared isomer or geometry (same formula, charge and spin) (kJ/mol) = 122.5

---

- energy relative to the best compared isomer or geometry (same formula, charge and spin) of number 3 (C13H28BrN5ORu)?
  47.7 kJ/mol

---

- What is the molar mass in the fourth record?
  106.17 u

---

- What is the formula in the first record?
  C24H27Cl6N3O6